[1]
# C19H22N4O3RhS

A structure of composition C19H22N4O3RhS (ωB97M-V/def2-TZVPD, the OMol25 dataset).

Geometry as XYZ:
```
50
Properties=species:S:1:pos:R:3:forces:R:3
Rh 0.841895 0.139176 -0.661473 -0.363 0.147 -0.453
N 3.429070 -0.402176 2.697274 -0.003 0.062 0.054
C 2.683884 -0.522167 1.576592 -0.080 -0.185 -0.044
S 2.639467 0.849728 0.484672 0.497 -0.229 -0.215
N 2.031821 -1.613499 1.356559 0.019 0.021 0.202
N 1.325807 -1.592182 0.167143 -0.414 0.085 -0.049
C 1.018109 -2.729711 -0.348384 0.133 0.121 -0.100
C 0.504023 -2.911004 -1.675762 -0.034 0.121 -0.087
C 0.021777 -4.183985 -2.030818 -0.003 -0.037 0.007
C -0.371389 -4.471927 -3.313110 -0.011 -0.047 0.040
C -0.248949 -3.480698 -4.290842 0.013 0.058 -0.006
C 0.241791 -2.232508 -3.981497 -0.009 -0.013 -0.008
C 0.614198 -1.900817 -2.666401 0.027 -0.170 -0.023
O 1.042221 -0.668692 -2.455643 0.270 0.156 0.139
H 4.064163 0.368900 2.795307 0.010 0.000 -0.007
H 3.616326 -1.236183 3.228634 0.011 -0.016 -0.017
H 1.247831 -3.601915 0.256127 0.047 0.001 0.004
H -0.028538 -4.948115 -1.263854 0.001 0.004 0.003
H -0.746960 -5.452748 -3.566874 -0.001 0.004 0.001
H -0.535980 -3.695633 -5.312331 0.004 -0.004 0.001
H 0.352597 -1.472957 -4.743939 0.010 0.017 0.014
C -2.468926 -0.215813 -1.671997 -0.041 -0.078 -0.093
O -1.473049 0.787223 -1.512336 -0.040 -0.332 0.166
C -1.367602 1.661127 -2.619755 0.109 0.049 0.003
C -0.342700 2.695124 -2.238747 -0.062 -0.082 -0.047
O 0.884265 2.005701 -1.991304 -0.161 -0.083 0.408
C 2.006963 2.887319 -1.913075 0.033 0.038 0.013
H -3.461357 0.236907 -1.737578 0.015 0.018 -0.008
H -2.422448 -0.858145 -0.795057 -0.005 0.007 0.003
H -2.281080 -0.814538 -2.567964 0.020 0.004 0.010
H -2.330025 2.141721 -2.822764 0.000 -0.005 0.009
H -1.041456 1.109262 -3.507348 -0.008 -0.007 0.000
H -0.655238 3.233294 -1.338489 0.020 0.027 -0.003
H -0.195320 3.407078 -3.053760 -0.002 -0.011 -0.009
H 2.034599 3.516309 -2.803447 -0.006 -0.018 -0.010
H 2.901353 2.271850 -1.879589 -0.004 0.000 -0.014
H 1.949477 3.517823 -1.022099 -0.014 -0.016 0.000
N -0.071167 0.668273 1.042441 0.174 0.448 0.221
C -0.423798 0.895105 2.108136 -0.128 -0.083 -0.227
C -0.874421 1.183037 3.429273 -0.026 0.046 0.168
C -0.408422 2.335755 4.065025 -0.015 -0.035 -0.036
C -0.836389 2.611864 5.350293 -0.006 0.006 0.012
C -1.716563 1.747916 5.989576 0.001 -0.001 -0.001
C -2.175053 0.601910 5.352341 -0.009 0.001 0.016
C -1.756538 0.309860 4.067422 0.026 0.010 -0.039
H 0.277076 2.996064 3.551191 0.002 0.002 0.008
H -0.485296 3.500955 5.855311 0.002 0.000 -0.004
H -2.048583 1.969854 6.994917 0.001 0.000 -0.001
H -2.859364 -0.064002 5.859304 0.002 -0.002 -0.004
H -2.102103 -0.579719 3.558698 0.000 -0.001 0.002
```
Forces are in eV/Å.

## Properties
Net charge ... +1
2S+1 ... 1
HOMO level ... -10.458 eV
Energy above the lowest of the compared OMol25 structures with the same formula, charge and spin ... 81.6 kJ/mol
Orbital gap ... 0.24451 hartree
M ... 489.383 g/mol

---

[2]
# C8H13AlFO

A structure of composition C8H13AlFO at a distorted geometry (ωB97M-V/def2-TZVPD, the OMol25 dataset).

Geometry as XYZ:
```
24
Properties=species:S:1:pos:R:3:forces:R:3
C 0.635800 0.068761 -1.851044 0.249 -0.815 0.324
C 1.855555 -0.524108 -2.579204 -0.359 -0.272 -0.180
O 2.125359 0.031145 -3.821338 0.273 1.371 0.330
Al 2.743639 1.783554 -3.778525 -0.185 -0.596 -0.853
H 0.648618 -0.289032 -0.817365 -0.023 -0.046 0.116
H -0.263108 -0.343469 -2.305092 -0.257 0.317 -0.176
H 0.628036 1.147921 -1.814763 0.000 0.248 -0.258
H 2.722284 -0.517244 -1.904321 0.187 0.198 0.091
H 1.623731 -1.582594 -2.747082 0.047 -0.274 0.184
H 4.344759 1.853525 -3.606721 0.244 -0.159 0.209
H 2.026423 2.682354 -2.663441 -0.122 0.058 0.359
H 2.393588 2.428142 -5.225368 -0.077 -0.018 -0.146
F 0.045492 -1.877730 1.304032 0.057 -0.082 -0.016
C -0.870087 -1.220436 2.028608 -0.274 0.206 0.191
C -1.903438 -0.567169 1.381760 -0.036 -0.017 -0.203
C -2.852198 0.105958 2.138293 0.149 -0.092 0.182
C -2.753803 0.126837 3.524530 -0.043 0.022 0.010
C -1.706755 -0.530999 4.156683 -0.073 0.027 -0.183
C -0.758916 -1.213711 3.406842 0.112 -0.073 0.080
H -1.957782 -0.585888 0.301255 0.074 -0.012 0.002
H -3.668089 0.616423 1.645354 0.010 0.016 -0.037
H -3.493063 0.656978 4.110725 0.005 0.003 0.004
H -1.626588 -0.511789 5.235245 0.016 -0.019 0.014
H 0.060544 -1.737429 3.880938 0.023 0.008 -0.042
```
Forces are in eV/Å.

## Properties
Net charge ... -1
2S+1 ... 1
HOMO level ... -4.405 eV
Orbital gap ... 0.25874 hartree
M ... 171.171 g/mol

---

[3]
# C39H31AuGeN6O8

A structure of composition C39H31AuGeN6O8 at a distorted geometry (ωB97M-V/def2-TZVPD, the OMol25 dataset).

Geometry as XYZ:
```
86
Properties=species:S:1:pos:R:3:forces:R:3
Au -2.553107 -0.168147 -1.364552 -0.656 0.049 -0.755
O -6.647707 -1.351347 -0.308952 -1.510 -2.491 0.528
C -5.572007 -0.983947 -0.694652 -1.259 6.555 0.191
O -4.507407 -1.485647 -0.999852 3.781 -2.748 -0.714
C -5.494307 0.813153 -0.729852 -1.412 -5.588 -0.529
O -6.527707 1.274953 -1.114452 -1.370 2.278 -0.390
O -4.419307 1.150453 -0.283252 2.989 2.330 0.962
C -2.703907 -2.826847 1.039348 0.053 -0.038 -0.026
C -2.428407 -1.429847 1.443448 -0.242 -0.607 -0.100
N -1.990607 -0.471347 0.649348 -0.401 0.034 -0.550
C -1.853207 0.659853 1.402848 0.027 0.227 0.622
C -2.205407 0.375253 2.680048 0.228 0.582 -0.164
N -2.576407 -0.951247 2.701948 0.163 -0.079 -0.468
C -2.979107 -1.689547 3.874048 -0.697 0.248 -0.177
N -2.002007 -2.654547 4.257448 0.822 -0.944 0.312
N -2.277307 -3.995947 4.281448 0.465 0.288 0.102
N -1.203307 -4.644047 4.574748 -1.112 -0.337 -0.263
C -0.180707 -3.770447 4.737648 0.372 1.445 -0.014
C 1.171293 -3.960547 5.047148 -0.139 0.187 -0.021
C 1.953493 -2.827447 5.171848 0.183 -0.766 0.115
C 1.442493 -1.546547 4.988148 -0.791 0.460 -0.145
C 0.112093 -1.332347 4.654048 0.739 0.348 0.160
C -0.679807 -2.457347 4.536548 -0.156 -1.124 0.088
H -3.385307 -2.820247 0.190348 -0.231 0.085 -0.090
H -3.138407 -3.396747 1.855648 -0.029 -0.078 -0.025
H -1.779307 -3.309747 0.725848 0.141 -0.057 0.074
H -1.501307 1.570553 0.961548 -0.082 0.325 -0.064
H -2.247907 0.989653 3.557748 -0.012 0.093 0.096
H -3.915807 -2.229347 3.686448 0.237 0.136 0.110
H -3.133607 -0.955947 4.677648 0.013 -0.216 -0.217
H 1.577393 -4.953247 5.174148 0.010 -0.047 0.036
H 3.001493 -2.935447 5.419148 0.031 -0.026 -0.024
H 2.094793 -0.694547 5.087348 0.020 0.035 -0.011
H -0.264907 -0.338647 4.479448 -0.004 0.159 -0.057
O -3.459307 0.968553 -5.281252 -0.041 -0.208 0.240
C -2.927707 0.960853 -4.174452 0.204 0.738 -1.007
O -3.288307 0.113253 -3.277152 0.148 -0.873 1.697
C -1.827807 1.947253 -3.902052 0.198 0.271 -0.480
C -1.312007 2.576553 -4.980152 -0.637 -0.633 0.247
C -0.251707 3.520253 -4.901052 0.626 0.583 0.538
C 0.243593 3.861253 -3.685252 0.148 0.348 -0.880
C -0.217707 3.244253 -2.508752 -0.493 -0.429 0.270
C -1.268507 2.148253 -2.514552 -0.087 0.292 0.248
N 0.256993 3.653053 -1.335052 -0.226 0.510 -0.353
O -0.007607 2.952453 -0.289452 -0.078 -0.430 0.402
O 0.965293 4.678753 -1.217652 0.266 0.145 0.199
H -1.740207 2.347453 -5.947552 -0.087 -0.084 0.058
H 0.140593 3.959953 -5.805952 0.065 0.084 -0.045
H 1.029893 4.595353 -3.578552 0.056 -0.023 0.011
H -2.073107 2.483253 -1.839452 0.080 -0.052 -0.031
C -0.765407 0.793653 -2.011952 -0.324 -0.576 0.918
Ge 0.875693 0.734153 -0.841552 0.597 -0.137 -0.467
C 1.423993 -1.165547 -1.340852 -0.160 0.438 0.172
C 0.500493 -2.201947 -1.309352 -0.188 0.074 0.094
C 0.815693 -3.473847 -1.753252 -0.099 -0.310 -0.018
C 2.079493 -3.741547 -2.249152 0.083 -0.135 -0.062
C 3.021393 -2.726247 -2.282152 0.198 -0.146 -0.071
C 2.693693 -1.462147 -1.825652 0.160 0.212 0.021
C 1.561193 0.803753 1.076548 -0.489 -0.084 -0.858
C 2.566093 -0.107847 1.377248 0.012 -0.181 -0.159
C 3.304493 -0.010247 2.543048 0.197 -0.024 0.154
C 3.039393 1.004253 3.446448 0.136 0.004 0.062
C 2.007693 1.888353 3.184148 -0.002 0.114 0.220
C 1.281693 1.791153 2.008948 -0.181 0.128 -0.006
C 2.240993 1.694553 -1.942152 -0.428 -0.267 0.403
C 3.108593 2.642153 -1.420352 -0.118 -0.079 0.252
C 4.026993 3.281953 -2.235052 0.170 0.167 -0.081
C 4.091893 2.978653 -3.584052 0.167 0.083 0.030
C 3.229193 2.034653 -4.116052 0.038 -0.079 -0.230
C 2.308793 1.407853 -3.301152 0.018 -0.171 0.021
H -0.453607 0.197353 -2.873952 0.007 -0.168 0.096
H -0.497307 -1.994147 -0.948652 -0.111 -0.103 0.002
H 0.071193 -4.260347 -1.726652 -0.053 0.001 0.004
H 2.329793 -4.731047 -2.615352 -0.023 0.009 0.014
H 4.013393 -2.919047 -2.675752 0.013 -0.003 0.016
H 3.439793 -0.676447 -1.857552 0.055 -0.002 -0.062
H 2.786393 -0.899547 0.676448 0.068 -0.077 0.003
H 4.093093 -0.724247 2.747248 0.036 -0.039 -0.030
H 3.634893 1.108453 4.347548 -0.019 -0.019 0.011
H 1.783693 2.674053 3.895048 -0.033 0.073 -0.010
H 0.511993 2.508453 1.792448 -0.097 0.237 -0.032
H 3.037993 2.898953 -0.371552 0.049 0.061 0.054
H 4.678293 4.039653 -1.820052 0.056 0.038 0.041
H 4.809493 3.479253 -4.221952 0.029 0.038 -0.024
H 3.271893 1.790953 -5.169552 -0.035 0.014 -0.070
H 1.629793 0.678353 -3.722852 -0.037 -0.047 -0.118
```
Forces are in eV/Å.

## Properties
Net charge ... -2
2S+1 ... 1
HOMO level (alpha / beta) ... -0.467 / -0.467 eV
Energy above the lowest of the compared OMol25 structures with the same formula, charge and spin ... 120.1 kJ/mol
Orbital gap (alpha / beta) ... 0.14175 / 0.14173 hartree
M ... 981.288 g/mol

---

[4]
# FH2IP2

A cluster of 2 separate species, FH2IP2 in total at a distorted geometry (ωB97M-V/def2-TZVPD, the OMol25 dataset).

Geometry as XYZ:
```
6
Properties=species:S:1:pos:R:3:forces:R:3
F 1.707181 -0.330224 0.132860 -1.066 1.396 0.851
P -0.854045 -0.277983 1.663794 2.191 -0.117 -1.374
P 0.793575 0.817557 0.990437 -0.530 -2.754 -0.285
I -1.022837 -0.209836 -2.626548 0.499 -0.250 0.021
H 0.433510 -0.921195 -2.421566 -0.490 0.249 -0.037
H -1.057385 0.921681 2.261023 -0.603 1.476 0.824
```
Forces are in eV/Å.

## Properties
Net charge ... 0
2S+1 ... 1
HOMO level ... -9.448 eV
Energy above the lowest of the compared OMol25 structures with the same formula, charge and spin ... 110.7 kJ/mol
Orbital gap ... 0.30492 hartree
M ... 209.866 g/mol

---

[5]
# C2H4N2O

A cluster of 2 separate species, C2H4N2O in total at a distorted geometry (ωB97M-V/def2-TZVPD, the OMol25 dataset).

Geometry as XYZ:
```
9
Properties=species:S:1:pos:R:3:forces:R:3
N 2.848091 1.051302 -1.404321 2.124 2.510 -1.313
C 2.171375 0.282700 -0.945074 -2.689 -2.711 1.228
C 1.377936 -0.892384 -0.390972 2.311 1.821 -0.937
O 0.815868 -1.606478 -1.145321 -0.884 -0.736 0.345
H 1.682826 -0.960734 0.649694 -0.936 -0.848 0.671
N -2.003156 0.585979 0.653496 1.826 1.444 3.786
H -2.552311 1.441051 0.861890 0.574 -0.890 -0.089
H -2.552994 0.005547 0.124399 -1.613 -1.787 -1.460
H -1.787633 0.093017 1.596210 -0.714 1.195 -2.232
```
Forces are in eV/Å.

## Properties
Net charge ... 0
2S+1 ... 1
HOMO level ... -10.448 eV
Energy above the lowest of the compared OMol25 structures with the same formula, charge and spin ... 165.8 kJ/mol
Orbital gap ... 0.36970 hartree
M ... 72.067 g/mol

---

[6]
# CH4ClF

A cluster of 2 separate species, CH4ClF in total at a distorted geometry (ωB97M-V/def2-TZVPD, the OMol25 dataset).

Geometry as XYZ:
```
7
Properties=species:S:1:pos:R:3:forces:R:3
C 1.047951 0.126676 -0.085546 0.145 0.023 -0.014
Cl -0.069790 -1.256402 -0.054135 1.730 -0.696 0.094
H 0.531652 0.986935 -0.510838 0.024 -0.108 0.035
H 1.364958 0.346364 0.933966 -0.032 -0.041 -0.146
H 1.911535 -0.131301 -0.699067 -0.130 0.060 0.101
F -2.277616 -0.296780 -0.158582 -1.705 0.914 0.108
H -2.508688 0.224511 0.574199 -0.032 -0.152 -0.179
```
Forces are in eV/Å.

## Properties
Net charge ... 0
2S+1 ... 1
HOMO level ... -9.989 eV
Energy above the lowest of the compared OMol25 structures with the same formula, charge and spin ... 47.2 kJ/mol
Orbital gap ... 0.39828 hartree
M ... 70.494 g/mol

---

[7]
# C3H3AgO3

A structure of composition C3H3AgO3 at a distorted geometry (ωB97M-V/def2-TZVPD, the OMol25 dataset).

Geometry as XYZ:
```
10
Properties=species:S:1:pos:R:3:forces:R:3
O 0.136684 0.947557 -2.086750 0.511 -0.848 0.620
O -1.309935 1.244490 1.980723 1.109 -1.781 -1.224
C -0.910906 0.274268 1.300984 0.749 4.011 1.432
O 0.331999 0.406664 0.822769 -1.235 -0.754 -0.347
C 0.619066 -0.498822 -0.220078 0.319 -1.709 -0.718
H 1.501677 -1.090725 0.062162 -0.274 0.201 0.006
C 0.880418 0.160418 -1.547594 0.310 1.550 -0.555
H -0.208082 -1.205878 -0.477234 0.327 0.423 0.765
H 1.876835 -0.089651 -1.976582 -0.359 -0.086 -0.243
Ag -2.917755 -0.148320 2.141599 -1.456 -1.008 0.264
```
Forces are in eV/Å.

## Properties
Net charge ... 0
2S+1 ... 3
<S²> ... 2.01
HOMO level (alpha / beta) ... -6.224 / -10.859 eV
Energy above the lowest of the compared OMol25 structures with the same formula, charge and spin ... 64.2 kJ/mol
Orbital gap (alpha / beta) ... 0.22977 / 0.30878 hartree
M ... 194.922 g/mol